{
  "formula": "C7H8",
  "method": "wB97M-V/def2-TZVPD",
  "homo_ev": -7.358,
  "charge": 0,
  "lumo_energy_ev": -0.477,
  "total_energy_ha": -271.32309,
  "elements": ["C", "C", "C", "C", "C", "C", "C", "H", "H", "H", "H", "H", "H", "H", "H"],
  "xyz": [[2.0950, -0.9067, 0.1852], [-0.4532, -1.0534, 0.2814], [0.7389, -0.2483, 0.2670], [0.5275, 1.0654, 0.0262], [-0.9811, 1.2826, -0.0658], [-1.6717, 0.7134, -1.1314], [-1.6313, -0.2846, -0.1066], [2.0331, -1.9898, 0.2648], [2.5397, -0.6109, -0.7637], [2.7353, -0.5606, 0.9947], [-0.5348, -1.6566, 1.1880], [1.0778, 1.7256, -0.6383], [-1.4514, 2.0088, 0.5944], [-2.5563, 1.1451, -1.5878], [-2.4675, -0.6299, 0.4919]],
  "atomic_forces_ev_per_a": [[-0.15, 0.31, 0.38], [-0.84, 1.97, 2.08], [1.14, -0.61, -1.12], [-2.00, -0.87, -1.27], [-0.07, 1.02, 0.42], [-0.29, 0.97, -0.38], [2.18, -2.22, 0.53], [-0.04, 0.00, -0.17], [0.23, -0.24, -0.01], [0.15, 0.07, -0.03], [-0.22, -0.74, -0.55], [0.60, 0.00, 0.55], [0.04, 0.37, 0.02], [-0.09, -0.21, 0.27], [-0.64, 0.20, -0.73]]
}

{
  "formula": "C7H8Br2",
  "method": "wB97M-V/def2-TZVPD",
  "homo_ev": -9.505,
  "charge": 0,
  "lumo_energy_ev": 0.687,
  "total_energy_ha": -5419.40835,
  "elements": ["C", "C", "C", "C", "C", "C", "C", "Br", "Br", "H", "H", "H", "H", "H", "H", "H", "H"],
  "xyz": [[1.7819, 0.8033, -0.0629], [1.0668, 1.2516, 1.2520], [0.3009, -1.4660, 0.6512], [-1.0874, -0.4193, -1.5326], [0.6790, 0.0288, 0.4402], [-0.5042, -0.5185, -0.2301], [-1.9545, -0.1943, -0.3618], [-2.3448, 1.6113, -0.0322], [-3.4340, -1.3380, 0.0961], [1.5344, 1.4649, -0.8893], [2.9326, 0.6140, 0.0538], [1.6418, 1.1130, 2.1164], [0.5170, 2.1867, 1.2751], [0.8489, -2.1281, -0.1040], [-0.0082, -1.9567, 1.5996], [-0.7316, 0.3612, -2.0997], [-1.2384, -1.4138, -2.1718]],
  "atomic_forces_ev_per_a": [[2.66, 1.54, 0.48], [-0.38, -0.54, -1.86], [1.22, -0.08, -2.45], [-0.65, -4.80, -2.49], [-1.03, -1.17, 1.50], [-0.32, -0.80, 3.05], [0.24, 0.53, 0.46], [-0.51, 1.12, 0.22], [0.68, -0.05, -0.14], [0.21, -0.21, -0.15], [-2.51, -0.19, -0.35], [0.62, -0.52, 1.13], [-0.29, -0.36, -0.34], [-0.36, 0.60, 1.67], [-0.05, 0.86, -0.86], [0.26, 1.88, -1.33], [0.19, 2.18, 1.48]]
}

{
  "formula": "C7H8Br2O",
  "method": "wB97M-V/def2-TZVPD",
  "homo_ev": [-7.168, -7.169],
  "charge": 0,
  "lumo_energy_ev": [0.105, 0.105],
  "total_energy_ha": -5494.58902,
  "elements": ["C", "C", "C", "C", "C", "C", "C", "O", "Br", "Br", "H", "H", "H", "H", "H", "H", "H", "H"],
  "xyz": [[-2.2404, 1.1788, 0.4118], [-0.2616, -2.3531, 0.9179], [-1.3288, 0.5418, -0.3252], [-0.3768, -1.5952, 2.1128], [-1.5005, -0.8294, -0.8577], [-0.0848, 0.9214, -1.0694], [0.5269, -0.8291, 2.7186], [-1.0192, -1.8108, -0.3598], [-2.1217, -1.6981, 2.8475], [2.2068, -0.4771, 2.1282], [-2.3090, 2.2128, 0.7785], [-3.0979, 0.6402, 0.7406], [-0.8379, -3.2805, 0.9700], [0.6945, -2.4990, 0.5474], [0.7406, 1.2812, -0.3853], [0.2620, -0.0210, -1.5008], [-0.3263, 1.7061, -1.6791], [0.2176, -0.2448, 3.5837]],
  "atomic_forces_ev_per_a": [[0.23, 0.62, 0.18], [-2.07, -0.29, -0.90], [-0.45, -0.67, 0.58], [-0.07, 0.98, 1.14], [-2.29, 4.13, -1.14], [1.60, -0.69, 3.24], [-1.82, 0.26, 0.65], [1.59, -5.17, 1.13], [-0.08, 0.11, 0.31], [1.25, 0.07, -0.53], [0.77, -0.29, -0.61], [-0.53, -0.65, 0.12], [0.46, 0.09, 0.10], [1.88, -0.20, -0.56], [-0.91, -0.38, -0.48], [0.35, 0.71, -0.85], [-0.17, 1.61, -2.29], [0.26, -0.25, -0.10]]
}

{
  "formula": "C7H8BrNO2S",
  "method": "wB97M-V/def2-TZVPD",
  "homo_ev": [-8.885, -8.184],
  "charge": 0,
  "lumo_energy_ev": [-0.469, -1.527],
  "total_energy_ha": -3448.70743,
  "elements": ["C", "C", "C", "C", "C", "C", "C", "N", "O", "O", "S", "Br", "H", "H", "H", "H", "H", "H", "H", "H"],
  "xyz": [[-0.9223, 1.3594, 2.2041], [-0.4680, 1.2252, 0.9211], [-1.0460, -0.1413, 2.3015], [-0.7106, -1.3203, 0.1245], [0.3021, -1.3793, -0.9461], [0.0384, 1.2790, -1.8075], [1.7291, -1.2458, -0.6313], [-0.3633, -0.2268, 1.0898], [-1.5710, -0.9234, 3.0117], [-0.6525, 3.4004, -0.4080], [0.2612, 2.2781, -0.3314], [1.5717, 1.3877, -2.9518], [-1.3270, 2.0807, 2.9903], [-1.6919, -1.1186, -0.1979], [-0.6687, -2.3237, 0.7888], [-0.0491, -1.8630, -1.8428], [-0.8297, 1.4093, -2.4956], [1.7992, -0.9620, 0.3444], [2.4421, -0.6008, -1.1651], [2.1564, -2.3147, -0.9988]],
  "atomic_forces_ev_per_a": [[-1.55, 1.89, 0.96], [-0.49, -1.05, 1.97], [0.63, 2.02, -0.35], [1.80, -0.28, 2.73], [-0.51, 1.75, -0.86], [0.18, -1.00, -0.61], [0.82, -3.26, -3.57], [0.88, -2.79, -1.74], [-0.34, -0.99, 0.42], [-0.67, 1.51, -0.04], [0.11, -1.15, -0.26], [-0.16, 0.01, 0.39], [1.07, -0.59, -1.75], [-1.34, -0.38, -0.85], [-0.27, 2.08, -1.39], [0.25, 0.02, -0.35], [0.31, -0.04, 1.26], [0.67, 0.01, 2.98], [-0.90, 0.26, -0.55], [-0.49, 1.99, 1.62]]
}

{
  "formula": "C7H8BrO2",
  "method": "wB97M-V/def2-TZVPD",
  "homo_ev": -3.988,
  "charge": -1,
  "lumo_energy_ev": 2.872,
  "total_energy_ha": -2996.03990,
  "elements": ["C", "C", "C", "C", "C", "C", "C", "O", "O", "Br", "H", "H", "H", "H", "H", "H", "H", "H"],
  "xyz": [[-2.3016, 0.0329, -0.8691], [-1.9336, 1.1603, -0.4977], [-1.7515, -1.2324, -0.3661], [-0.7154, -0.9844, 0.5079], [0.2906, -0.0859, 0.4070], [1.1576, 0.2962, 1.5849], [0.8815, 0.4555, -0.9100], [-1.7265, 2.2574, -0.1764], [-2.0773, -2.3289, -0.7716], [4.4515, -0.5083, -0.1651], [-2.7448, -0.1425, -1.8119], [-0.7339, -1.6983, 1.2972], [2.1601, -0.2595, 1.5419], [0.5565, 0.1404, 2.5198], [1.4035, 1.3897, 1.4410], [0.1764, 0.1905, -1.6802], [1.7414, -0.1840, -1.1227], [1.1656, 1.5013, -0.9288]],
  "atomic_forces_ev_per_a": [[-1.71, -5.26, -2.05], [0.84, 5.31, 1.71], [-0.48, 0.29, -2.43], [2.75, 0.47, 2.24], [1.41, 0.35, -0.23], [0.24, -0.12, 0.05], [-1.31, -1.27, 0.47], [0.15, -0.33, -0.07], [-0.86, -0.29, 0.08], [-0.08, 0.00, 0.03], [-0.90, 0.53, -0.91], [0.27, -0.10, 1.24], [-1.28, 0.72, 0.16], [0.96, 0.11, -0.59], [-0.20, -1.11, 0.43], [-0.21, 0.38, -0.68], [0.42, 0.27, 0.36], [-0.02, 0.03, 0.18]]
}

{
  "formula": "C7H8BrP",
  "method": "wB97M-V/def2-TZVPD",
  "homo_ev": -8.682,
  "charge": 0,
  "lumo_energy_ev": -0.148,
  "total_energy_ha": -3186.76465,
  "elements": ["C", "C", "C", "C", "C", "C", "C", "P", "Br", "H", "H", "H", "H", "H", "H", "H", "H"],
  "xyz": [[1.1900, 1.5690, -0.8876], [1.7044, 0.3764, -1.3409], [0.0183, 1.6370, -0.0611], [1.0641, -0.8574, -1.1799], [-0.8216, 0.6477, 0.3459], [-0.0424, -1.0461, -0.3686], [-2.1888, 0.6518, 0.9623], [-0.7701, -2.7059, 0.0033], [-3.6146, 0.3144, -0.3061], [1.6555, 2.4797, -1.0097], [2.4912, 0.5524, -2.0874], [-0.2256, 2.6992, 0.0603], [1.5841, -1.7236, -1.6014], [-2.3282, 1.6772, 1.3879], [-2.3734, -0.1133, 1.6172], [-2.1370, -2.4435, -0.3222], [-0.8890, -2.3712, 1.4777]],
  "atomic_forces_ev_per_a": [[-0.93, -3.55, 1.37], [-0.13, 3.11, -1.31], [-1.14, 0.69, -0.09], [-1.13, -1.32, 1.77], [2.74, -4.10, -2.76], [-1.15, 3.51, 0.53], [1.52, 2.76, -1.47], [0.19, 1.18, 1.46], [-0.22, 0.20, -0.53], [1.15, 1.66, -0.72], [0.08, -0.83, 0.54], [-0.53, -0.31, 0.65], [-0.45, 0.04, 0.06], [-0.23, -1.02, -0.14], [0.06, -1.58, 2.00], [0.30, 0.12, 0.23], [-0.14, -0.58, -1.60]]
}

{
  "formula": "C7H8Cl2O4TmYb",
  "method": "wB97M-V/def2-TZVPD",
  "homo_ev": [-24.250, -24.250],
  "charge": 4,
  "s2": 3.753,
  "lumo_energy_ev": [-16.289, -18.352],
  "total_energy_ha": -3735.14516,
  "spin_multiplicity": 4,
  "elements": ["Yb", "Tm", "Cl", "Cl", "C", "C", "C", "O", "O", "O", "C", "C", "C", "O", "C", "H", "H", "H", "H", "H", "H", "H", "H"],
  "xyz": [[-1.1771, -0.0342, -4.1506], [0.4802, 0.0534, -0.7363], [-0.6006, -1.7413, -2.2845], [-0.7136, 1.7435, -2.2978], [1.7555, 2.0035, 0.1730], [0.3127, -1.7903, -5.0712], [0.3933, 1.1737, -5.5049], [2.1945, 3.0194, 0.5055], [0.8894, -2.7296, -5.4162], [1.0460, 1.8504, -6.1810], [-0.2289, 0.5528, 3.0558], [-0.0261, -0.9519, 3.1192], [0.0768, -1.3960, 1.6630], [-0.7228, -0.3307, 0.9160], [-1.1816, 0.7572, 1.8982], [-0.5967, 0.9830, 3.9774], [0.7200, 1.0372, 2.8295], [-0.8912, -1.4300, 3.5758], [0.8425, -1.2582, 3.6862], [1.1237, -1.3764, 1.2943], [-0.3671, -2.3686, 1.4454], [-2.2188, 0.5260, 2.1392], [-1.1104, 1.7073, 1.3639]],
  "atomic_forces_ev_per_a": [[-0.82, -0.44, 0.85], [-0.42, -0.62, 0.91], [-0.04, 0.54, -0.34], [0.06, -0.56, -0.60], [2.44, 5.49, 1.75], [2.76, -4.88, -2.18], [3.76, 4.26, -4.13], [-2.04, -4.94, -1.53], [-2.64, 4.53, 1.64], [-3.25, -3.55, 3.48], [0.33, 0.18, -0.58], [-0.31, -0.29, -0.10], [-0.72, 0.15, 0.51], [0.67, 0.07, -0.37], [-0.15, -0.36, 0.57], [-0.19, 0.03, 0.24], [0.22, 0.21, 0.08], [-0.07, -0.13, -0.04], [0.26, 0.03, 0.15], [0.17, 0.17, -0.12], [-0.02, 0.14, -0.06], [0.03, -0.01, -0.16], [-0.02, 0.00, 0.03]]
}

{
  "formula": "C7H8Cl3N3O3S",
  "method": "wB97M-V/def2-TZVPD",
  "homo_ev": -8.725,
  "charge": 0,
  "lumo_energy_ev": -0.396,
  "total_energy_ha": -2440.17463,
  "smiles": "NNCc1c(Cl)c(N)c(Cl)c(S(=O)(=O)O)c1Cl",
  "elements": ["N", "N", "C", "C", "C", "Cl", "C", "N", "C", "Cl", "C", "S", "O", "O", "O", "C", "Cl", "H", "H", "H", "H", "H", "H", "H", "H"],
  "xyz": [[1.0896, 0.7369, 4.2651], [0.6432, -0.6346, 3.8408], [-0.5407, -0.8279, 2.8820], [-0.3025, -0.7388, 1.3552], [-0.0135, -1.9409, 0.6382], [-0.2047, -3.4763, 1.4037], [0.3442, -1.8510, -0.7468], [0.5583, -3.0469, -1.4555], [0.4949, -0.5898, -1.3773], [0.9409, -0.5407, -3.1185], [0.1749, 0.6348, -0.6397], [0.6017, 2.3677, -1.2839], [-0.5712, 3.3330, -1.1890], [1.0428, 2.4140, -2.6647], [1.7879, 2.8520, -0.2999], [-0.3078, 0.4577, 0.6738], [-0.6297, 1.9042, 1.5949], [0.4965, 1.2489, 5.0395], [1.9981, 0.7147, 4.6534], [0.7111, -1.3374, 4.6268], [-1.3411, -0.1711, 3.2095], [-1.0592, -1.8074, 3.0749], [0.6931, -3.8279, -0.8746], [1.0296, -2.9937, -2.3578], [2.0551, 3.6715, -0.7748]],
  "atomic_forces_ev_per_a": [[-3.56, 0.02, 0.24], [0.56, -0.08, 0.63], [-0.24, 0.05, 1.45], [0.48, -2.09, 0.81], [-0.24, 2.45, -0.68], [0.31, 0.02, -0.34], [0.30, -1.07, -0.30], [-0.38, 2.22, -0.40], [-0.51, 1.73, 0.37], [-0.32, -0.28, 1.73], [0.92, -1.46, -0.75], [-4.54, 3.16, -1.86], [3.08, -3.21, 1.19], [0.94, -1.36, 1.45], [-0.71, -0.43, -0.95], [1.12, 1.86, -0.32], [-0.13, -0.19, -0.09], [0.89, -1.83, -1.91], [1.13, -0.71, 0.02], [-0.65, 1.25, -1.43], [0.00, 0.64, -0.43], [1.25, 0.65, 0.07], [0.31, -1.06, 0.34], [-0.21, -0.06, 0.67], [0.20, -0.23, 0.49]]
}